{"formula": "C6H8N", "method": "ωB97M-V/def2-TZVPD", "symbols": ["C", "C", "C", "C", "C", "C", "N", "H", "H", "H", "H", "H", "H", "H", "H"], "xyz": [[-1.41794, -1.99607, -0.36186], [-0.33321, -1.52884, -0.62676], [1.00310, -1.02015, -0.89834], [-1.32922, 0.73457, 1.48915], [1.38416, 0.32089, -0.64694], [0.45763, 1.30010, -0.07259], [-0.85571, 0.81714, 0.28134], [-2.36433, -2.05855, -0.06571], [1.08705, -1.28446, -2.04545], [1.92991, -1.71644, -0.41116], [-0.84171, 1.09048, 2.40726], [-2.40558, 0.44489, 1.65542], [2.26466, 0.69990, -1.04856], [0.29112, 2.31075, -0.52789], [1.13009, 1.88580, 0.87210]], "forces_ev_per_a": [[4.7, 1.3, -1.4], [-1.0, -0.9, 1.0], [1.5, -3.4, -0.8], [0.0, 1.0, -1.8], [-3.4, 1.7, -0.1], [0.5, 1.1, 3.1], [-0.7, 0.0, 2.3], [-3.4, -0.8, 0.9], [0.8, 0.8, 1.6], [-2.2, 1.5, -1.3], [0.4, -0.2, -0.3], [1.2, 0.0, -0.6], [1.9, 0.4, -0.3], [0.7, -0.8, -0.7], [-1.1, -1.8, -1.8]], "nbo_charge": [-0.0674, -0.0648, -0.6361, 0.0135, 0.3243, -0.3976, -0.4212, 0.2289, 0.3855, 0.3599, 0.1733, 0.2094, 0.2368, 0.3495, 0.3059], "charge": 1, "max_force_ev_per_a": 5.1, "relative_energy_kcal_mol": 175.5, "gap_ev": 6.630, "e_homo_ev": -13.6, "lumo_ha": -0.25651}

***

{"formula": "C43H39N4OP2Pt", "method": "ωB97M-V/def2-TZVPD", "symbols": ["Pt", "C", "P", "C", "C", "C", "C", "C", "C", "C", "C", "C", "C", "C", "C", "C", "C", "C", "C", "C", "P", "C", "C", "C", "C", "C", "C", "C", "C", "C", "C", "C", "C", "N", "H", "H", "H", "H", "H", "H", "H", "H", "H", "H", "H", "H", "H", "H", "H", "H", "H", "H", "H", "H", "H", "H", "H", "H", "H", "H", "C", "C", "C", "C", "C", "N", "C", "O", "N", "C", "C", "C", "C", "N", "C", "C", "C", "H", "H", "H", "H", "H", "H", "H", "H", "H", "H", "H", "H", "H"], "xyz": [[0.81496, 0.51441, -0.27532], [2.77017, -1.82789, 0.71164], [2.72689, -0.02811, 0.97283], [2.54880, 0.35413, 2.69829], [3.75364, 0.42388, 3.41347], [3.72197, 0.61125, 4.78416], [2.50545, 0.74575, 5.44000], [1.31202, 0.67956, 4.73165], [1.32977, 0.47557, 3.36349], [4.07974, 0.87092, 0.29716], [5.06803, 0.22636, -0.46317], [6.16167, 0.94879, -0.90477], [6.26155, 2.30589, -0.61228], [5.28105, 2.95050, 0.13653], [4.19264, 2.23836, 0.60275], [1.34451, -2.15450, 1.00495], [0.65390, -3.13065, 1.66529], [-0.69851, -2.69701, 1.77390], [-0.80134, -1.46483, 1.18133], [-1.89410, -0.44575, 1.10879], [-1.14572, 1.18056, 0.73414], [-1.19018, 1.54903, -1.03715], [-2.05006, 1.04616, -2.00960], [-1.81812, 1.36261, -3.34267], [-0.71571, 2.13350, -3.72278], [0.16410, 2.62871, -2.77271], [-0.07078, 2.35444, -1.42340], [-1.87907, 2.52219, 1.62996], [-2.04303, 3.78315, 1.04236], [-2.64491, 4.79086, 1.77147], [-3.06450, 4.55557, 3.07685], [-2.88233, 3.31169, 3.66791], [-2.27531, 2.29375, 2.95522], [0.44099, -1.16550, 0.67408], [3.45972, -2.25724, 1.44241], [3.10646, -2.08102, -0.29571], [4.70856, 0.33390, 2.90978], [4.64875, 0.65771, 5.33890], [2.48740, 0.90103, 6.51019], [0.36932, 0.77910, 5.25176], [0.39946, 0.39262, 2.82070], [5.00249, -0.83239, -0.67709], [6.94435, 0.45567, -1.46469], [7.12133, 2.86391, -0.95925], [5.38201, 4.00102, 0.37147], [3.44934, 2.72596, 1.22273], [1.06216, -4.04413, 2.06496], [-1.50159, -3.23670, 2.24777], [-2.41125, -0.38270, 2.06749], [-2.67026, -0.62816, 0.35028], [-2.88710, 0.41328, -1.74174], [-2.49504, 0.98601, -4.09772], [-0.55842, 2.35447, -4.77010], [1.00275, 3.24732, -3.06311], [0.48612, 2.91178, -0.65859], [-1.74341, 3.97064, 0.02090], [-2.79848, 5.76123, 1.32026], [-3.54102, 5.34932, 3.63628], [-3.21225, 3.13749, 4.68266], [-2.12394, 1.33082, 3.42711], [-6.23588, -2.51374, 0.98876], [-5.07650, -2.60818, 0.03856], [-5.03588, -1.86690, -1.13866], [-3.99661, -1.99234, -2.05488], [-2.95237, -2.87017, -1.78442], [-1.82462, -3.03798, -2.63328], [-1.55834, -2.37630, -3.77872], [-2.26767, -1.57553, -4.33867], [-0.22442, -2.65907, -4.27053], [0.78970, -1.85149, -3.77719], [1.95255, -1.58508, -4.50985], [2.89050, -0.70970, -4.00175], [2.68553, -0.10348, -2.77072], [1.60561, -0.40440, -2.04612], [0.68450, -1.25543, -2.52307], [-2.97690, -3.62666, -0.61505], [-4.02491, -3.49580, 0.27765], [-6.88781, -1.67779, 0.74222], [-5.89924, -2.39995, 2.01991], [-6.83497, -3.42467, 0.94727], [-5.85851, -1.20243, -1.37473], [-4.03505, -1.45922, -2.99285], [-1.21247, -3.81298, -2.41832], [-0.22808, -2.72960, -5.28217], [2.10090, -2.04575, -5.47862], [3.78105, -0.47073, -4.56623], [3.37158, 0.62537, -2.36762], [-0.15561, -1.47588, -1.88051], [-2.17923, -4.33321, -0.40919], [-4.04247, -4.11520, 1.16675]], "forces_ev_per_a": [[0.4, -0.1, 0.0], [0.0, 0.1, 0.1], [-0.1, 0.0, 0.0], [0.0, 0.0, 0.0], [0.0, 0.1, 0.0], [0.0, 0.0, 0.0], [0.0, 0.0, 0.0], [0.0, 0.0, -0.1], [0.0, -0.1, 0.1], [0.0, 0.0, 0.0], [0.0, 0.0, 0.1], [0.0, 0.0, 0.0], [0.0, 0.0, 0.0], [0.0, 0.0, 0.0], [0.0, 0.0, -0.1], [0.0, 0.0, -0.2], [-0.1, 0.0, 0.2], [0.1, 0.0, 0.1], [-0.1, -0.1, 0.1], [0.0, 0.1, 0.1], [-0.6, 0.1, -0.4], [0.0, 0.4, 0.1], [0.1, -0.2, -0.1], [0.0, 0.0, 0.0], [0.0, 0.0, 0.0], [-0.1, -0.1, 0.0], [0.0, 0.1, 0.0], [0.4, 0.0, 0.3], [-0.1, -0.1, 0.0], [0.0, 0.0, 0.0], [0.0, 0.0, 0.0], [0.0, 0.0, 0.0], [0.0, 0.0, 0.0], [-0.1, -0.2, -0.1], [0.0, 0.0, 0.0], [0.0, 0.0, 0.0], [0.0, 0.0, 0.0], [0.0, 0.0, 0.0], [0.0, 0.0, 0.0], [0.0, 0.0, 0.0], [0.0, 0.0, 0.0], [0.0, 0.0, 0.0], [0.0, 0.0, 0.0], [0.0, 0.0, 0.0], [0.0, 0.0, 0.0], [0.0, 0.0, 0.0], [0.0, 0.0, 0.0], [0.0, 0.0, 0.0], [-0.1, 0.1, 0.0], [0.1, -0.1, 0.0], [0.0, 0.0, 0.0], [0.0, 0.0, 0.0], [0.0, 0.0, 0.0], [0.0, 0.0, 0.0], [0.0, 0.0, -0.1], [0.0, 0.0, 0.0], [0.0, 0.0, 0.0], [0.0, 0.0, 0.0], [0.0, 0.0, 0.0], [0.0, 0.0, 0.0], [0.0, 0.0, 0.0], [0.0, 0.0, 0.0], [0.0, 0.0, 0.1], [0.0, 0.0, -0.1], [0.0, 0.0, 0.1], [0.0, -0.2, -0.1], [0.0, 0.1, 0.0], [0.0, 0.1, 0.0], [0.0, 0.0, 0.0], [0.0, 0.0, -0.1], [0.0, 0.0, 0.0], [0.0, 0.0, 0.0], [0.0, 0.0, -0.1], [0.1, 0.1, 0.1], [0.0, -0.1, 0.0], [0.0, 0.0, 0.0], [0.0, 0.0, 0.0], [0.0, 0.0, 0.0], [0.0, 0.0, 0.0], [0.0, 0.0, 0.0], [0.0, 0.0, 0.0], [0.0, 0.0, 0.0], [0.0, 0.1, 0.0], [0.0, 0.0, 0.0], [0.0, 0.0, 0.0], [0.0, 0.0, 0.0], [0.0, 0.0, 0.0], [0.0, 0.0, 0.0], [0.0, 0.0, 0.0], [0.0, 0.0, 0.0]], "mulliken_charge": [1.1871, -1.2446, 1.1224, 1.1274, -0.9296, -0.7666, -0.6583, -0.9994, -0.0684, 0.8523, -0.6500, -0.7467, -0.5855, -0.8011, -0.5427, -0.0785, -1.2746, -1.0085, 0.4125, -0.3671, 1.0708, 0.6285, -0.8662, -0.4070, -0.8473, -0.7101, -0.5260, 0.9393, -0.2422, -0.9385, -0.4962, -0.9757, -0.6163, 0.3716, 0.6660, 0.4972, 0.5020, 0.4615, 0.4395, 0.4910, 0.3692, 0.4902, 0.5098, 0.4620, 0.4866, 0.4802, 0.5968, 0.7328, 0.8816, -0.4853, 0.5219, 0.5017, 0.4931, 0.5520, 0.7190, 0.3542, 0.4651, 0.4429, 0.4653, 0.2716, -1.5819, 0.6548, -0.6938, -0.7250, 0.7323, -0.0717, -0.0170, -0.5790, -0.1784, 0.2770, -0.7969, -1.0773, -0.7256, 0.2253, -0.0018, -0.6067, -0.6958, 0.3809, 0.3552, 0.3630, 0.4103, 0.7190, 0.2898, 0.3801, 0.4678, 0.4979, 0.8189, 0.5213, 0.4049, 0.5198], "charge": 3, "max_force_ev_per_a": 0.7, "gap_ev": 4.500, "e_homo_ev": -15.1, "lumo_ha": -0.38879}

***

{"formula": "C35H33AsI2N2O5ReS", "method": "ωB97M-V/def2-TZVPD", "symbols": ["Re", "I", "C", "I", "H", "H", "S", "C", "C", "C", "C", "C", "N", "H", "H", "H", "H", "O", "C", "C", "O", "C", "C", "O", "C", "O", "O", "C", "C", "C", "C", "C", "C", "As", "N", "C", "C", "C", "C", "C", "C", "C", "C", "C", "C", "C", "C", "C", "C", "C", "C", "C", "C", "H", "H", "H", "H", "H", "H", "H", "H", "H", "H", "H", "H", "H", "H", "H", "H", "H", "H", "H", "H", "H", "H", "H", "H", "H", "H", "H"], "xyz": [[-2.41177, 0.15072, -0.17556], [-2.63001, 1.19170, 2.33683], [-4.48881, 2.23371, 2.05901], [-6.21936, 1.05255, 2.36892], [-4.48321, 2.60319, 1.04023], [-4.49284, 3.03799, 2.78435], [-3.35835, 2.06730, -1.42041], [-3.09085, 0.93585, -2.70715], [-3.32217, 1.09152, -4.06936], [-3.07575, 0.01434, -4.89828], [-2.60809, -1.18932, -4.36769], [-2.37185, -1.26813, -3.01471], [-2.59604, -0.21968, -2.21442], [-3.69018, 2.03550, -4.44366], [-3.25215, 0.10471, -5.96215], [-2.43813, -2.04932, -4.99807], [-1.99676, -2.16853, -2.54501], [-5.43927, -5.16142, 1.00079], [-4.85226, -4.17052, 0.67432], [-5.49067, -2.83913, 0.25840], [-6.65468, -2.64532, 0.00834], [-4.36325, -1.89965, 0.19997], [-3.15544, -2.54969, 0.39114], [-2.05692, -1.85290, 0.33957], [-3.33223, -3.97841, 0.64499], [-2.49276, -4.83307, 0.79903], [-4.36756, -0.61518, -0.00468], [1.05397, 2.70947, 5.78471], [0.95960, 1.91377, 4.51181], [1.49071, 2.38200, 3.32170], [1.45000, 1.63571, 2.14547], [2.06666, 2.26161, 0.91951], [0.86120, 0.36545, 2.16180], [0.62799, -0.85379, 0.61745], [-0.43130, 0.41307, -0.35912], [0.08071, 1.46170, -1.16803], [0.96556, 1.25303, -2.23118], [1.39622, 2.31375, -3.01332], [0.98019, 3.60705, -2.74246], [0.13938, 3.83354, -1.66156], [-0.30173, 2.77832, -0.88648], [2.37216, -1.10292, -0.29450], [3.65260, -0.93674, 0.25223], [3.92652, -0.53029, 1.68064], [4.76293, -1.25711, -0.52951], [4.65151, -1.80349, -1.79551], [5.86513, -2.13227, -2.61963], [3.37605, -2.10660, -2.25815], [2.24659, -1.79298, -1.52092], [0.90382, -2.27928, -2.02120], [0.30115, -0.12358, 3.36380], [-0.30644, -1.50597, 3.48431], [0.35886, 0.66060, 4.50928], [1.42475, 3.71603, 5.59727], [1.73500, 2.22222, 6.48483], [0.08022, 2.78025, 6.27093], [1.96222, 3.35952, 3.29972], [3.00927, 2.74942, 1.17235], [1.40954, 3.03357, 0.51567], [2.25262, 1.53693, 0.12998], [1.30899, 0.26098, -2.45639], [2.07393, 2.11954, -3.83510], [1.30818, 4.43204, -3.36099], [-0.16655, 4.84076, -1.40857], [-0.92532, 2.96217, -0.02190], [3.16881, -0.91855, 2.35763], [3.96902, 0.54832, 1.80857], [4.89155, -0.93228, 1.98745], [5.75081, -1.09235, -0.11225], [6.78257, -1.92183, -2.07214], [5.87608, -1.54755, -3.54122], [5.86806, -3.18630, -2.90124], [3.26399, -2.62535, -3.20466], [0.99178, -2.68917, -3.02704], [0.14922, -1.49422, -2.03794], [0.52959, -3.06797, -1.36227], [-1.03984, -1.70785, 2.70399], [-0.79070, -1.62260, 4.45333], [0.46234, -2.27550, 3.39232], [-0.06482, 0.27691, 5.43177]], "forces_ev_per_a": [[0.1, -0.2, -0.7], [-0.1, 0.0, 0.4], [0.0, -0.1, 0.0], [0.2, 0.1, 0.0], [0.0, 0.0, 0.0], [0.1, 0.0, 0.0], [0.2, -0.4, 0.5], [-0.1, 0.0, 0.1], [0.0, -0.1, -0.1], [0.0, 0.1, 0.1], [0.0, 0.0, 0.0], [0.0, -0.2, -0.1], [0.0, -0.1, -0.2], [0.0, 0.0, 0.0], [0.0, 0.0, 0.0], [0.0, 0.0, 0.0], [0.0, 0.0, 0.1], [0.1, 0.0, -0.1], [-0.2, -0.1, 0.1], [-0.1, 0.3, -0.2], [0.0, 0.0, 0.1], [0.1, -0.7, 0.3], [-0.3, 0.4, 0.0], [-0.1, 0.1, -0.1], [0.3, -0.1, 0.0], [-0.1, 0.1, 0.0], [1.0, 0.9, -0.5], [0.0, 0.0, -0.1], [0.0, 0.0, 0.0], [0.0, 0.0, 0.0], [0.0, 0.0, -0.1], [0.1, 0.0, 0.2], [0.1, -0.1, 0.0], [0.3, -0.1, 0.7], [-1.3, 0.2, -0.2], [0.1, 0.3, -0.4], [-0.4, -0.1, 0.2], [0.1, 0.0, 0.0], [0.0, 0.0, 0.0], [-0.1, 0.0, 0.0], [-0.1, -0.2, -0.1], [-0.2, 0.1, -0.1], [-0.1, 0.0, 0.0], [-0.1, 0.0, -0.1], [0.0, 0.0, 0.0], [0.0, 0.0, 0.0], [0.0, 0.0, 0.0], [0.0, 0.0, 0.0], [-0.1, 0.0, 0.0], [0.1, 0.0, 0.1], [0.2, -0.1, 0.0], [0.0, 0.1, -0.1], [0.0, 0.0, 0.0], [0.0, 0.0, 0.0], [0.0, 0.0, 0.0], [0.0, 0.0, 0.0], [0.0, 0.0, 0.0], [0.1, -0.1, 0.1], [0.3, -0.1, 0.2], [0.1, 0.0, 0.0], [0.1, -0.2, -0.1], [0.0, 0.0, 0.0], [0.0, 0.0, 0.0], [0.0, 0.0, 0.0], [-0.1, 0.0, 0.0], [0.0, 0.0, 0.1], [-0.1, 0.1, 0.0], [0.0, 0.0, 0.0], [0.0, 0.0, 0.0], [0.0, 0.0, 0.0], [0.0, 0.0, 0.0], [0.0, 0.0, 0.0], [0.0, 0.0, 0.0], [0.0, 0.0, 0.0], [0.0, 0.0, 0.0], [0.0, 0.0, 0.0], [0.0, 0.0, 0.0], [0.0, 0.0, 0.0], [0.0, 0.0, 0.0], [0.0, 0.0, 0.0]], "lowdin_spin": [1.0107, 0.0009, -0.0092, 0.0000, 0.0000, -0.0002, 0.0377, 0.0153, -0.0005, 0.0111, 0.0002, 0.0081, -0.0005, -0.0005, 0.0005, -0.0002, 0.0001, 0.0087, 0.0022, 0.0024, 0.0064, -0.0054, -0.0036, 0.0712, 0.0028, 0.0077, 0.0683, 0.0001, 0.0005, -0.0005, -0.0005, 0.0000, -0.0103, -0.0005, -0.1837, 0.0009, -0.0155, 0.0019, -0.0147, 0.0018, -0.0132, 0.0015, 0.0001, 0.0001, 0.0002, -0.0001, 0.0000, 0.0000, 0.0000, -0.0005, -0.0006, 0.0001, -0.0008, 0.0000, 0.0000, 0.0000, -0.0001, 0.0000, -0.0001, 0.0001, -0.0006, 0.0004, -0.0009, 0.0003, 0.0007, 0.0000, 0.0000, 0.0000, 0.0000, 0.0000, 0.0000, 0.0000, 0.0000, 0.0000, -0.0003, 0.0000, 0.0002, 0.0000, -0.0001, -0.0001], "multiplicity": 2, "charge": 0, "max_force_ev_per_a": 1.5, "relative_energy_kcal_mol": 19.2, "gap_ev": [6.054, 6.476], "e_homo_ev": [-7.7, -7.8], "lumo_ha": [-0.06202, -0.04730]}